{
  "formula": "C5H9FN2",
  "method": "ωB97M-V/def2-TZVPD",
  "elements": ["C", "C", "C", "C", "C", "H", "H", "H", "H", "H", "H", "H", "H", "H", "N", "N", "F"],
  "xyz": [[-1.46023, -1.42133, -0.31963], [0.24400, 0.34797, -0.02588], [0.43995, 0.05353, 1.45665], [1.54791, 0.86400, -0.64212], [-0.75722, 1.45863, -0.16803], [-1.33763, -1.93234, 0.63335], [-2.28755, -0.67271, -0.28935], [-1.70203, -2.20430, -1.02616], [-0.22874, -0.64067, -1.73762], [1.13504, -0.78124, 1.57162], [0.88048, 0.92794, 2.00536], [-0.49355, -0.21602, 1.94599], [1.80015, 1.82242, -0.19732], [1.41796, 0.97079, -1.75189], [-0.19288, -0.83303, -0.73984], [-1.55283, 2.29798, -0.32524], [2.54718, -0.04163, -0.38988]],
  "nbo_charge": [-0.424, -0.025, -0.612, 0.077, 0.254, 0.199, 0.183, 0.213, 0.364, 0.240, 0.226, 0.225, 0.179, 0.170, -0.596, -0.322, -0.350],
  "multiplicity": 1,
  "orbital_gap_ev": 10.6,
  "smiles": "CN[C@](C)(C#N)CF",
  "homo_energy_ev": -9.79,
  "de_lowest_kcal_mol": 12.56
}



{
  "formula": "C5H9FOS",
  "method": "ωB97M-V/def2-TZVPD",
  "elements": ["C", "C", "C", "C", "C", "H", "H", "H", "H", "H", "H", "H", "H", "H", "O", "F", "S"],
  "xyz": [[-1.53005, -0.81865, -0.78128], [-0.28232, -1.02334, 0.13470], [0.76957, 0.10667, 0.07810], [0.21680, 1.45778, 0.36079], [2.12780, -0.17586, 0.62146], [-2.27715, 0.93500, -0.44811], [-1.18321, -0.42003, -1.74703], [-1.94827, -1.81049, -0.99863], [-0.57385, -1.08191, 1.20651], [0.14330, -2.02586, -0.09838], [1.03575, 2.15831, 0.52728], [-0.46951, 1.39465, 1.20261], [2.63083, 0.59194, 1.20247], [2.29731, -1.19172, 0.96155], [-2.51923, 0.02947, -0.24944], [-0.49595, 1.88034, -0.78443], [2.05819, -0.00629, -1.18818]],
  "nbo_charge": [-0.065, -0.434, -0.170, 0.031, -0.475, 0.480, 0.174, 0.181, 0.213, 0.225, 0.184, 0.186, 0.223, 0.227, -0.726, -0.384, 0.131],
  "multiplicity": 1,
  "orbital_gap_ev": 9.9,
  "smiles": "OCC[C@@]1(CF)CS1",
  "homo_energy_ev": -9.13,
  "de_lowest_kcal_mol": 0.00
}



{
  "formula": "C5H9GaO3",
  "method": "ωB97M-V/def2-TZVPD",
  "elements": ["H", "O", "O", "O", "C", "C", "C", "C", "C", "H", "H", "H", "H", "H", "H", "H", "H", "Ga"],
  "xyz": [[1.91864, -4.20293, 0.16848], [-1.36585, -4.06588, -2.85527], [-3.39006, -3.38706, -2.59077], [-1.73118, -1.98644, -2.08548], [0.00622, -3.85898, -2.92146], [-4.38558, -2.40867, -2.16929], [0.79481, -4.02398, -1.83902], [-5.73806, -3.06040, -2.26265], [-2.15339, -3.07234, -2.50258], [0.37085, -3.70480, -3.93863], [-4.13957, -2.10476, -1.14542], [-4.29156, -1.54386, -2.83666], [1.87266, -3.98132, -2.01072], [0.34968, -4.33327, -0.88833], [-6.49486, -2.32605, -1.95828], [-5.95440, -3.37641, -3.29074], [-5.80457, -3.92670, -1.59287], [-0.09407, -1.65433, -1.72220]],
  "nbo_charge": [0.020, -0.412, -0.356, -0.842, 0.096, -0.088, -0.425, -0.644, 1.069, 0.282, 0.209, 0.218, 0.309, 0.286, 0.267, 0.248, 0.244, 1.521],
  "multiplicity": 1,
  "orbital_gap_ev": [8.9, 5.3],
  "homo_energy_ev": [-19.20, -18.22],
  "charge": 2,
  "de_lowest_kcal_mol": 58.66
}



{
  "formula": "C5H9IN2",
  "method": "ωB97M-V/def2-TZVPD",
  "elements": ["C", "C", "C", "C", "C", "N", "N", "I", "H", "H", "H", "H", "H", "H", "H", "H", "H"],
  "xyz": [[2.60790, -1.37117, 0.82794], [-1.89648, 0.18067, 1.42864], [-1.82064, 0.20902, -0.15172], [3.15675, -1.04773, -0.30541], [-0.77120, -0.71383, -0.68833], [1.97402, -1.72586, 1.77129], [-0.04766, -0.29220, -1.60460], [4.75381, 0.37097, -0.24333], [-2.96780, 0.04128, 1.70914], [-1.35938, -0.69577, 1.77475], [-1.39414, 1.10921, 1.84186], [-1.72657, 1.21513, -0.34344], [-2.79306, -0.19774, -0.53020], [2.58423, -1.48305, -1.15663], [-0.77365, -1.65857, -0.30368], [0.60413, -0.91596, -1.99092], [2.32675, -2.41304, 2.43818]],
  "nbo_charge": [0.406, -0.608, -0.455, -0.612, 0.152, -0.626, -0.613, 0.177, 0.210, 0.203, 0.214, 0.222, 0.207, 0.260, 0.144, 0.325, 0.394],
  "multiplicity": 1,
  "orbital_gap_ev": 8.7,
  "smiles": "[H]/N=C/CC.N=C=CI",
  "homo_energy_ev": -8.66,
  "de_lowest_kcal_mol": 24.24
}



{
  "formula": "C5H9IN3",
  "method": "ωB97M-V/def2-TZVPD",
  "elements": ["C", "C", "C", "C", "C", "N", "N", "N", "I", "H", "H", "H", "H", "H", "H", "H", "H", "H"],
  "xyz": [[-0.09264, 1.14762, 0.42641], [1.38186, -0.57143, 0.54994], [0.08027, -0.20477, -0.00459], [-1.15614, 2.07421, 0.02032], [2.21474, -1.75778, 0.63235], [1.01953, 1.49074, 1.02762], [1.84332, 0.57520, 1.03215], [-0.88577, -0.89860, -0.88597], [-4.09812, 0.49295, -1.11374], [-1.20457, 2.27425, -1.12499], [-0.97826, 3.07823, 0.58962], [-2.15332, 1.58928, 0.19006], [2.13683, -2.20507, 1.58606], [3.25005, -1.36925, 0.54929], [2.07308, -2.50157, -0.17641], [-1.06482, -1.75040, -0.32983], [-0.56680, -1.13865, -1.81382], [-1.79926, -0.32494, -1.15446]],
  "nbo_charge": [0.138, 0.153, -0.056, -0.661, -0.667, -0.083, -0.019, -0.729, 0.097, 0.243, 0.286, 0.206, 0.253, 0.267, 0.232, 0.456, 0.441, 0.443],
  "multiplicity": 1,
  "orbital_gap_ev": [6.8, 6.2],
  "homo_energy_ev": [-13.27, -13.50],
  "charge": 1,
  "de_lowest_kcal_mol": 101.49
}



{
  "formula": "C5H9ISi",
  "method": "ωB97M-V/def2-TZVPD",
  "elements": ["I", "C", "C", "C", "C", "C", "Si", "H", "H", "H", "H", "H", "H", "H", "H", "H"],
  "xyz": [[-1.80982, -3.01932, -3.48505], [-1.17717, -1.32538, -2.36666], [-0.55429, -0.64863, -1.61950], [-0.48326, 1.85714, 0.14862], [-0.63798, -0.87213, 1.43939], [1.84545, 0.07215, 0.01857], [-0.02694, -0.01030, -0.08291], [0.21236, 2.46034, 0.73398], [-1.34432, 1.88371, 0.81563], [-0.64916, 2.32789, -0.83497], [0.03610, -1.67461, 1.45029], [-0.52690, -0.24920, 2.29839], [-1.66805, -1.19338, 1.31225], [2.10607, 0.54291, 0.95081], [2.22243, 0.68517, -0.81476], [2.45547, -0.83634, 0.03591]],
  "nbo_charge": [0.263, -0.123, -0.578, -1.077, -1.086, -1.095, 1.580, 0.236, 0.228, 0.235, 0.231, 0.243, 0.241, 0.232, 0.238, 0.234],
  "multiplicity": 1,
  "orbital_gap_ev": 9.3,
  "smiles": "C[Si](C)(C)C#CI",
  "homo_energy_ev": -9.67,
  "de_lowest_kcal_mol": 0.00
}



{
  "formula": "C5H9MgO4Pb",
  "method": "ωB97M-V/def2-TZVPD",
  "elements": ["O", "C", "C", "O", "C", "C", "O", "C", "Mg", "H", "H", "H", "H", "H", "H", "H", "H", "Pb", "O", "H"],
  "xyz": [[2.22489, -0.64627, 0.57499], [1.93843, -1.95562, 0.42684], [0.79190, -2.48651, -0.03419], [-0.39938, -1.87505, -0.25537], [-0.50339, -0.63622, -1.01670], [-1.67332, 0.13521, -0.47151], [-1.15375, 1.01842, 0.56469], [-2.07254, 1.91751, 1.14583], [0.82522, 0.75546, 0.09134], [2.77784, -2.64440, 0.56527], [0.77226, -3.56010, -0.23920], [-0.67865, -0.89293, -2.07014], [-2.45226, -0.48907, -0.00052], [-2.12481, 0.76893, -1.25203], [-1.52624, 2.53928, 1.86351], [-2.53029, 2.55983, 0.37769], [-2.86183, 1.35550, 1.66716], [3.77584, 0.65098, 0.41983], [2.42614, 1.60164, -0.68591], [2.44393, 1.88340, -1.67156]],
  "mulliken_charge": [-0.562, 0.100, -0.401, -0.352, -0.798, -0.262, -0.072, -0.701, 0.850, 0.347, 0.374, 0.330, 0.378, 0.366, 0.265, 0.309, 0.272, 0.998, -0.771, 0.330],
  "multiplicity": 1,
  "orbital_gap_ev": 5.6,
  "homo_energy_ev": -10.91,
  "charge": 1
}



{
  "formula": "C5H9N",
  "method": "ωB97M-V/def2-TZVPD",
  "elements": ["N", "C", "C", "C", "C", "C", "H", "H", "H", "H", "H", "H", "H", "H", "H"],
  "xyz": [[-1.71788, -0.11465, -2.51924], [-1.48158, -0.47107, -1.18157], [-0.38041, -1.26422, -0.62747], [0.30471, -0.72146, 0.49997], [0.45957, 0.59520, 0.78192], [1.35819, 1.08195, 1.83656], [-0.98335, -0.38695, -3.17887], [-1.01175, 0.58425, -1.35894], [-2.44772, -0.59900, -0.69519], [-0.03491, -2.10346, -1.21067], [0.80327, -1.47753, 1.11161], [0.06808, 1.31018, 0.07222], [2.39097, 0.69933, 1.71323], [1.54867, 2.15264, 1.91490], [1.12414, 0.71480, 2.84154]],
  "nbo_charge": [-0.644, -0.292, -0.234, -0.232, -0.176, -0.665, 0.327, 0.393, 0.254, 0.209, 0.204, 0.187, 0.224, 0.224, 0.222],
  "multiplicity": 1,
  "orbital_gap_ev": 6.2,
  "homo_energy_ev": -6.97,
  "de_lowest_kcal_mol": 133.64
}



{
  "formula": "C5H9N",
  "method": "ωB97M-V/def2-TZVPD",
  "elements": ["C", "C", "C", "C", "C", "N", "H", "H", "H", "H", "H", "H", "H", "H", "H"],
  "xyz": [[-2.36289, -0.34646, 1.40650], [1.11152, 0.61748, 0.57162], [1.39217, -0.69947, 0.67568], [2.11868, -1.46843, -0.35886], [-2.38259, 1.11695, -0.68352], [-2.32289, 0.33022, 0.46087], [1.45350, 1.29770, -0.16674], [0.32710, 1.05960, 1.23348], [1.02542, -1.05131, 1.60932], [3.09931, -1.86384, -0.01515], [2.28878, -0.85599, -1.26433], [1.55197, -2.33252, -0.62393], [-1.50531, 0.98400, -1.23134], [-2.43553, 2.25969, -0.35075], [-3.35924, 0.95238, -1.26284]],
  "nbo_charge": [0.281, -0.417, -0.173, -0.650, -0.432, -0.525, 0.180, 0.195, 0.210, 0.218, 0.213, 0.222, 0.228, 0.220, 0.230],
  "multiplicity": 1,
  "orbital_gap_ev": 10.2,
  "homo_energy_ev": -9.40,
  "de_lowest_kcal_mol": 60.25
}



{
  "formula": "C5H9N",
  "method": "ωB97M-V/def2-TZVPD",
  "elements": ["C", "C", "N", "C", "C", "C", "H", "H", "H", "H", "H", "H", "H", "H", "H"],
  "xyz": [[-0.18092, 0.67594, 0.70562], [-1.40446, 0.13335, 0.85452], [-2.59327, 0.91387, 1.15331], [1.04160, -0.07434, 0.34058], [0.91978, -0.44767, -1.12977], [1.85625, -1.10939, -1.78523], [-0.16162, 1.73141, 0.57091], [-1.56812, -0.89052, 0.69564], [-3.35441, 0.43637, 1.54445], [-2.31156, 1.79302, 1.60946], [1.13863, -1.04925, 0.80673], [2.01995, 0.41546, 0.53540], [0.07077, 0.10492, -1.64156], [1.76306, -1.11926, -2.87336], [2.76432, -1.51390, -1.38668]],
  "nbo_charge": [-0.294, 0.015, -0.832, -0.490, -0.155, -0.416, 0.193, 0.183, 0.377, 0.376, 0.222, 0.226, 0.205, 0.197, 0.194],
  "multiplicity": 1,
  "orbital_gap_ev": 9.3,
  "smiles": "C=CC/C=C/N",
  "homo_energy_ev": -8.04,
  "de_lowest_kcal_mol": 43.10
}



{
  "formula": "C5H9N",
  "method": "ωB97M-V/def2-TZVPD",
  "elements": ["N", "C", "C", "C", "C", "C", "H", "H", "H", "H", "H", "H", "H", "H", "H"],
  "xyz": [[1.18728, 0.58821, -1.23529], [0.06637, -0.16712, -0.88330], [-0.48926, -0.23452, 0.33349], [0.22866, 0.18170, 1.53203], [-0.30359, 0.34991, 2.74510], [-0.61909, -0.75338, -2.09511], [1.55231, 1.07573, -0.42743], [1.06676, 1.25720, -1.98043], [-1.51497, -0.56126, 0.44967], [1.27229, 0.45494, 1.41951], [0.32031, 0.63374, 3.58038], [-1.37443, 0.27692, 2.88426], [-0.98618, 0.07111, -2.71158], [-1.47343, -1.37034, -1.83746], [0.11973, -1.31683, -2.66736]],
  "nbo_charge": [-0.826, 0.237, -0.343, -0.203, -0.405, -0.643, 0.369, 0.379, 0.213, 0.182, 0.198, 0.189, 0.207, 0.222, 0.225],
  "multiplicity": 1,
  "orbital_gap_ev": 8.7,
  "smiles": "C=C/C=C(/C)N",
  "homo_energy_ev": -7.73,
  "de_lowest_kcal_mol": 25.05
}



{
  "formula": "C5H9N",
  "method": "ωB97M-V/def2-TZVPD",
  "elements": ["C", "C", "C", "C", "C", "N", "H", "H", "H", "H", "H", "H", "H", "H", "H"],
  "xyz": [[-2.93762, -0.14322, -1.30273], [1.67679, 0.77551, -0.28551], [0.77502, 0.13776, 0.45773], [-0.76062, 0.21334, 0.35910], [1.30679, -0.93258, 1.44329], [-2.86237, 0.21635, -2.41075], [2.69094, 0.87660, -0.37553], [1.13599, 1.41053, -0.88832], [-1.12882, 0.78965, 1.19121], [-0.85474, -0.88282, 0.51720], [-1.04084, 0.74169, -0.54659], [1.69977, -1.73953, 0.85117], [0.61988, -1.47124, 2.05650], [2.05975, -0.61324, 2.09781], [-2.37991, 0.62118, -3.16458]],
  "nbo_charge": [0.308, -0.455, 0.074, -0.639, -0.672, -0.745, 0.205, 0.173, 0.224, 0.234, 0.213, 0.218, 0.207, 0.219, 0.436],
  "multiplicity": 1,
  "orbital_gap_ev": 10.1,
  "homo_energy_ev": -9.14,
  "de_lowest_kcal_mol": 76.84
}



Computed E_tot, in the same sequence as the records: -405.27033, -769.17633, -2345.54196, -603.01080, -657.47676, -783.03684, -889.54856, -250.45398, -250.57092, -250.59826, -250.62702, -250.54449 Ha.